No. 1
{
  "formula": "C44H63BrN8O2SiTl",
  "method": "ωB97M-V with the def2-TZVPD basis set",
  "species": ["Tl", "C", "O", "C", "C", "C", "C", "C", "C", "C", "N", "C", "C", "N", "C", "C", "C", "C", "N", "C", "C", "N", "C", "C", "C", "C", "H", "H", "H", "H", "H", "H", "H", "H", "H", "H", "H", "H", "H", "H", "N", "C", "C", "C", "C", "N", "H", "H", "H", "H", "H", "H", "H", "H", "H", "H", "H", "H", "C", "C", "O", "N", "C", "C", "C", "C", "C", "C", "N", "H", "H", "H", "H", "H", "H", "H", "H", "H", "H", "C", "C", "C", "C", "Si", "Br", "C", "C", "C", "C", "C", "C", "C", "C", "H", "H", "H", "H", "H", "H", "H", "H", "H", "H", "H", "H", "H", "H", "H", "H", "H", "H", "H", "H", "H", "H", "H", "H", "H", "H", "H"],
  "xyz": [[0.264, 0.169, -0.297], [3.196, -10.483, 9.161], [2.160, -10.458, 8.195], [2.041, -9.366, 7.418], [2.893, -8.266, 7.464], [2.665, -7.184, 6.630], [1.597, -7.171, 5.738], [0.752, -8.287, 5.695], [0.973, -9.366, 6.516], [1.309, -6.026, 4.883], [0.268, -5.917, 4.088], [0.360, -4.680, 3.520], [1.480, -4.014, 3.980], [2.080, -4.891, 4.847], [1.803, -2.681, 3.609], [2.864, -1.936, 4.147], [3.052, -0.640, 3.739], [2.206, -0.124, 2.754], [1.210, -0.804, 2.224], [0.956, -2.052, 2.661], [-0.248, -2.731, 2.190], [-1.091, -2.051, 1.392], [-2.224, -2.618, 1.029], [-2.600, -3.911, 1.405], [-1.744, -4.634, 2.198], [-0.550, -4.040, 2.625], [3.091, -11.424, 9.692], [3.099, -9.655, 9.868], [4.182, -10.447, 8.688], [3.730, -8.241, 8.148], [3.341, -6.341, 6.704], [-0.083, -8.275, 5.009], [0.325, -10.233, 6.495], [2.931, -4.740, 5.355], [3.505, -2.373, 4.903], [3.849, -0.039, 4.155], [2.344, 0.885, 2.376], [-2.867, -2.021, 0.391], [-3.542, -4.322, 1.069], [-1.972, -5.639, 2.531], [-0.019, 2.570, 1.494], [0.724, 3.815, 1.743], [1.462, 4.308, 0.494], [2.710, 3.477, 0.149], [3.064, 3.471, -1.352], [2.767, 2.168, -1.967], [-0.827, 2.774, 0.913], [-0.375, 2.193, 2.366], [1.452, 3.619, 2.534], [0.058, 4.611, 2.096], [1.764, 5.344, 0.658], [0.758, 4.292, -0.344], [2.533, 2.442, 0.453], [3.554, 3.857, 0.728], [4.116, 3.743, -1.490], [2.469, 4.222, -1.871], [3.528, 1.520, -1.798], [2.658, 2.256, -2.970], [-0.220, -1.886, -5.350], [-0.134, -1.983, -3.846], [-0.686, -1.185, -3.105], [0.559, -3.055, -3.383], [0.554, -3.456, -1.984], [1.861, -3.245, -1.256], [2.741, -4.313, -1.108], [3.902, -4.143, -0.372], [4.171, -2.897, 0.168], [3.270, -1.875, -0.071], [2.130, -2.038, -0.740], [-0.348, -0.847, -5.642], [-1.097, -2.445, -5.682], [0.658, -2.306, -5.839], [0.968, -3.690, -4.046], [0.289, -4.513, -1.927], [-0.209, -2.863, -1.498], [2.513, -5.270, -1.559], [4.588, -4.967, -0.227], [5.058, -2.725, 0.762], [3.452, -0.875, 0.310], [-7.024, 1.218, -2.799], [-5.668, 0.673, -2.323], [-4.567, 1.165, -3.274], [-5.691, -0.858, -2.436], [-5.355, 1.222, -0.499], [-3.115, 0.852, -0.186], [-5.516, 3.126, -0.183], [-4.968, 3.917, -1.379], [-4.723, 3.585, 1.050], [-6.991, 3.507, 0.020], [-6.202, 0.107, 0.831], [-6.042, 0.725, 2.228], [-5.583, -1.295, 0.900], [-7.703, -0.029, 0.530], [-7.231, 0.862, -3.812], [-7.033, 2.309, -2.826], [-7.842, 0.887, -2.156], [-4.775, 0.791, -4.281], [-3.585, 0.794, -2.978], [-4.522, 2.251, -3.333], [-5.823, -1.139, -3.486], [-6.515, -1.301, -1.877], [-4.750, -1.295, -2.092], [-3.929, 3.653, -1.589], [-5.000, 4.987, -1.152], [-5.561, 3.760, -2.280], [-3.659, 3.379, 0.940], [-5.068, 3.116, 1.970], [-4.840, 4.667, 1.166], [-7.609, 3.210, -0.830], [-7.080, 4.591, 0.133], [-7.406, 3.048, 0.919], [-4.989, 0.866, 2.482], [-6.475, 0.051, 2.973], [-6.559, 1.680, 2.314], [-4.529, -1.247, 1.172], [-5.679, -1.846, -0.035], [-6.095, -1.872, 1.677], [-8.194, 0.944, 0.453], [-8.190, -0.585, 1.335], [-7.880, -0.573, -0.399]],
  "lowdin_charge": [0.781, -0.072, -0.067, -0.280, -0.012, -0.025, -0.160, -0.012, 0.014, -0.253, 0.191, -0.173, -0.132, 0.183, -0.071, 0.004, -0.040, -0.155, 0.047, -0.145, -0.150, 0.089, -0.148, -0.030, 0.014, -0.075, 0.095, 0.098, 0.097, 0.105, 0.104, 0.114, 0.125, 0.145, 0.116, 0.111, 0.095, 0.055, 0.111, 0.121, -0.050, -0.274, -0.199, -0.202, -0.273, -0.016, 0.025, 0.075, 0.111, 0.109, 0.114, 0.112, 0.065, 0.109, 0.105, 0.108, 0.064, 0.069, 0.009, -0.533, -0.033, 0.077, -0.112, -0.253, -0.014, -0.049, -0.050, -0.154, 0.055, 0.087, 0.093, 0.080, 0.140, 0.129, 0.097, 0.116, 0.114, 0.109, 0.098, -0.084, -0.629, -0.113, -0.101, 0.527, 0.464, -0.629, -0.103, -0.119, -0.085, -0.625, -0.101, -0.119, -0.084, 0.092, 0.064, 0.071, 0.089, 0.044, 0.060, 0.090, 0.062, 0.076, 0.074, 0.090, 0.064, 0.032, 0.060, 0.090, 0.071, 0.092, 0.065, 0.076, 0.091, 0.064, 0.022, 0.063, 0.093, 0.072, 0.092, 0.066],
  "orbital_gap_ev": 7.4,
  "charge": 1,
  "fmax_ev_per_a": 0.6,
  "de_lowest_ev": 0.334,
  "energy_ev": -145280.6050
}

***

No. 2
{
  "formula": "C44H63F9NO12P",
  "method": "ωB97M-V with the def2-TZVPD basis set",
  "species": ["C", "C", "C", "N", "C", "C", "C", "C", "C", "H", "H", "H", "H", "H", "H", "H", "H", "H", "H", "H", "H", "H", "H", "H", "H", "H", "H", "P", "F", "F", "F", "F", "F", "F", "C", "O", "C", "O", "O", "C", "H", "H", "H", "H", "H", "H", "C", "O", "C", "O", "O", "C", "H", "H", "H", "H", "H", "H", "C", "O", "C", "O", "O", "C", "H", "H", "H", "H", "H", "H", "C", "O", "C", "O", "O", "C", "H", "H", "H", "H", "H", "H", "F", "C", "C", "C", "C", "C", "C", "H", "H", "H", "H", "H", "F", "C", "C", "C", "C", "C", "C", "H", "H", "H", "H", "H", "F", "C", "C", "C", "C", "C", "C", "H", "H", "H", "H", "H", "C", "C", "C", "C", "C", "C", "H", "H", "H", "H", "H", "H"],
  "xyz": [[-4.218, 2.164, -28.733], [-2.850, 2.793, -28.923], [-2.793, 3.449, -30.307], [-1.613, 4.485, -30.412], [-0.273, 3.725, -30.212], [-1.509, 5.254, -31.761], [-0.692, 6.510, -31.495], [-0.777, 6.747, -30.000], [-1.686, 5.638, -29.437], [-4.994, 2.929, -28.772], [-4.312, 1.542, -27.843], [-4.287, 1.525, -29.613], [-2.099, 2.007, -28.849], [-2.750, 3.397, -28.021], [-3.740, 3.903, -30.598], [-2.707, 2.796, -31.175], [-0.144, 3.581, -29.139], [0.553, 4.329, -30.585], [-0.194, 2.812, -30.802], [-1.091, 4.641, -32.560], [-2.577, 5.417, -31.908], [0.331, 6.313, -31.816], [-1.046, 7.365, -32.070], [0.257, 6.747, -29.654], [-1.163, 7.745, -29.792], [-1.381, 5.219, -28.478], [-2.753, 5.841, -29.342], [-5.608, 7.773, -24.474], [-6.209, 8.762, -23.280], [-7.085, 7.136, -24.703], [-5.904, 8.937, -25.520], [-5.107, 6.862, -25.718], [-4.143, 8.454, -24.275], [-5.337, 6.573, -23.404], [-9.532, 7.911, -18.920], [-10.864, 8.351, -19.142], [-11.668, 8.690, -18.137], [-11.393, 8.495, -16.946], [-12.757, 9.157, -18.595], [-13.861, 9.458, -17.839], [-8.940, 8.629, -18.352], [-8.931, 7.787, -19.821], [-9.528, 6.926, -18.453], [-14.089, 8.603, -17.203], [-14.683, 9.803, -18.466], [-13.642, 10.203, -17.075], [-3.512, 13.422, -21.373], [-2.526, 14.352, -20.973], [-2.489, 14.831, -19.719], [-3.176, 14.567, -18.754], [-1.431, 15.635, -19.633], [-1.382, 16.650, -18.676], [-4.148, 13.767, -22.188], [-4.104, 13.101, -20.516], [-3.002, 12.520, -21.713], [-2.130, 17.431, -18.815], [-0.457, 17.227, -18.702], [-1.439, 16.252, -17.663], [4.197, 6.235, -26.937], [3.389, 6.822, -25.954], [2.499, 6.039, -25.317], [2.368, 4.824, -25.455], [1.602, 6.831, -24.578], [0.531, 6.215, -23.919], [4.828, 6.941, -27.478], [3.583, 5.694, -27.658], [4.822, 5.464, -26.487], [0.004, 6.810, -23.172], [0.946, 5.356, -23.393], [-0.179, 5.797, -24.632], [-10.701, 7.079, -30.212], [-11.510, 5.921, -30.468], [-11.504, 5.209, -31.580], [-12.318, 4.296, -31.841], [-10.423, 5.549, -32.328], [-9.872, 4.723, -33.358], [-11.196, 8.040, -30.070], [-10.103, 7.288, -31.099], [-10.022, 6.966, -29.367], [-9.054, 5.202, -33.896], [-10.666, 4.340, -33.998], [-9.459, 3.844, -32.862], [-5.692, 7.561, -32.312], [-5.385, 8.809, -32.689], [-5.297, 9.152, -34.058], [-4.724, 10.380, -34.338], [-4.412, 11.289, -33.328], [-4.640, 10.947, -31.986], [-5.153, 9.703, -31.633], [-5.486, 8.463, -34.869], [-4.595, 10.690, -35.364], [-4.076, 12.291, -33.549], [-4.402, 11.668, -31.218], [-5.198, 9.401, -30.597], [-15.104, 10.676, -27.762], [-14.028, 10.429, -26.970], [-12.860, 11.216, -26.970], [-11.716, 10.903, -26.180], [-11.784, 9.800, -25.319], [-12.983, 9.015, -25.300], [-14.055, 9.293, -26.129], [-12.792, 12.126, -27.547], [-10.873, 11.578, -26.192], [-10.984, 9.544, -24.640], [-13.134, 8.165, -24.652], [-14.914, 8.639, -26.146], [-2.597, 7.495, -14.067], [-2.935, 7.532, -15.404], [-2.959, 6.445, -16.258], [-3.371, 6.594, -17.595], [-3.775, 7.844, -18.043], [-3.699, 8.933, -17.197], [-3.303, 8.735, -15.907], [-2.639, 5.539, -15.765], [-3.270, 5.787, -18.306], [-4.152, 8.014, -19.040], [-3.974, 9.946, -17.451], [-3.198, 9.604, -15.274], [-11.127, 3.866, -22.213], [-10.053, 3.012, -22.078], [-10.280, 1.681, -21.673], [-11.536, 1.236, -21.280], [-12.583, 2.112, -21.454], [-12.373, 3.425, -21.871], [-11.101, 4.899, -22.527], [-9.060, 3.259, -22.423], [-9.490, 0.946, -21.630], [-11.622, 0.192, -21.015], [-13.587, 1.758, -21.273], [-13.224, 4.013, -22.181]],
  "lowdin_charge": [-0.092, -0.245, -0.095, -0.237, 0.037, -0.083, -0.161, -0.128, -0.083, 0.090, 0.091, 0.078, 0.112, 0.119, 0.129, 0.135, 0.106, 0.098, 0.110, 0.135, 0.129, 0.112, 0.126, 0.117, 0.127, 0.125, 0.148, 0.144, -0.210, -0.191, -0.176, -0.198, -0.188, -0.182, -0.042, 0.007, -0.625, 0.091, 0.034, -0.055, 0.097, 0.094, 0.096, 0.102, 0.103, 0.099, -0.040, 0.004, -0.580, 0.120, -0.003, -0.070, 0.096, 0.092, 0.096, 0.098, 0.090, 0.094, -0.064, -0.001, -0.499, 0.094, -0.030, -0.071, 0.099, 0.088, 0.098, 0.104, 0.091, 0.093, -0.026, 0.024, -0.544, 0.090, -0.062, -0.032, 0.092, 0.083, 0.099, 0.091, 0.093, 0.092, 0.043, -0.279, -0.015, -0.100, -0.091, -0.082, -0.010, 0.110, 0.103, 0.099, 0.105, 0.118, 0.042, -0.260, -0.025, -0.077, -0.070, -0.080, -0.034, 0.101, 0.099, 0.099, 0.097, 0.109, 0.035, -0.271, -0.018, -0.068, -0.089, -0.084, -0.053, 0.111, 0.102, 0.106, 0.110, 0.120, -0.105, -0.077, -0.096, -0.105, -0.102, -0.108, 0.106, 0.101, 0.093, 0.098, 0.096, 0.100],
  "orbital_gap_ev": 7.7,
  "fmax_ev_per_a": 5.1,
  "de_lowest_ev": 6.049,
  "energy_ev": -106456.4776
}